<w>
Entry from the OMol25 dataset: a structure of composition C4H5ClN2O (ωB97M-V with the def2-TZVPD basis set).

CARTESIAN COORDINATES (ANGSTROEM)
C1 0.991 -0.814 -0.513
C2 0.765 0.563 -0.351
C3 0.076 -1.760 -0.061
C4 -1.678 -0.213 0.464
N1 -1.098 -1.426 0.436
N2 -0.408 1.107 -0.153
O1 -2.172 0.155 1.585
Cl1 -2.833 0.092 -0.944
H1 1.913 -1.274 -0.698
H2 1.547 1.310 -0.431
H3 0.487 -2.695 -0.073
H4 -0.690 2.043 0.075
H5 -2.871 0.782 1.655

Gap between HOMO and LUMO (hartree): 0.3189
Molecular weight (g mol⁻¹): 132.55

***

<x>
Entry from the OMol25 dataset: the molecule C4H5ClN2O (ωB97M-V with the def2-TZVPD basis set).

CARTESIAN COORDINATES (ANGSTROEM)
H1 3.262 -0.379 0.105
N1 2.642 -1.167 -0.140
C1 1.425 -0.802 -0.111
N2 0.324 -1.644 -0.035
C2 -0.824 -0.840 0.002
Cl1 -2.373 -1.452 -0.117
C3 -0.481 0.491 -0.001
C4 -1.180 1.773 -0.038
O1 0.853 0.450 -0.123
H2 0.421 -2.644 0.532
H3 -1.071 2.430 -0.984
H4 -2.300 1.473 0.134
H5 -0.698 2.311 0.775

Gap between HOMO and LUMO (hartree): 0.3148
Molecular weight (g mol⁻¹): 132.55

***

<y>
Entry from the OMol25 dataset: a cluster of 2 separate species, C4H5ClN2O in total (ωB97M-V with the def2-TZVPD basis set).

CARTESIAN COORDINATES (ANGSTROEM)
C1 -1.621 -0.318 1.560
N1 -0.813 -0.820 0.757
C2 0.499 -0.589 0.539
C3 0.990 0.399 -0.305
C4 2.231 -0.189 -0.647
N2 2.458 -1.332 -0.086
O1 1.340 -1.615 0.626
H1 -2.697 -0.587 1.649
H2 -1.250 0.317 2.338
H3 0.375 1.241 -0.789
H4 3.078 0.220 -1.265
Cl1 -1.985 1.466 -1.667
H5 -2.604 1.809 -2.709

Gap between HOMO and LUMO (hartree): 0.3386
Molecular weight (g mol⁻¹): 132.55

***

Which structure wins on stability? <x> wins.

***

<w>
Entry from the OMol25 dataset: the ion C5H9FN with charge +1 (ωB97M-V with the def2-TZVPD basis set).

CARTESIAN COORDINATES (ANGSTROEM)
F1 -2.144 -0.942 -0.096
C1 -0.819 -1.061 0.293
C2 -0.539 -0.370 1.586
N1 0.019 0.847 0.996
C3 0.047 0.110 -0.358
C4 1.341 -0.005 -1.112
C5 0.109 0.630 -1.737
H1 -0.549 -2.049 0.171
H2 -1.322 -0.103 2.319
H3 0.185 -0.914 2.143
H4 -0.581 1.675 1.007
H5 1.078 0.965 1.415
H6 1.554 -0.976 -1.615
H7 2.144 0.647 -0.622
H8 -0.239 1.699 -2.059
H9 -0.285 -0.153 -2.331

Net charge: +1
Gap between HOMO and LUMO (hartree): 0.4293
Molecular weight (g mol⁻¹): 102.13

***

<x>
Entry from the OMol25 dataset: a cluster of 2 separate species, C5H9FN in total (ωB97M-V with the def2-TZVPD basis set).

CARTESIAN COORDINATES (ANGSTROEM)
C1 -0.898 -0.473 -2.616
C2 -0.023 -0.188 -1.802
C3 -1.161 -1.347 1.919
C4 0.903 0.294 -0.857
C5 -0.097 -0.404 1.697
N1 1.065 1.766 -1.082
F1 1.129 -0.770 2.162
H1 -1.308 -0.649 -3.552
H2 -0.921 -2.369 1.647
H3 -1.361 -1.581 2.967
H4 -2.143 -1.068 1.582
H5 1.807 -0.026 -0.389
H6 -0.229 0.621 1.836
H7 0.127 2.090 -1.351
H8 1.575 1.797 -1.941
H9 1.537 2.306 -0.217

Net charge: +1
Gap between HOMO and LUMO (alpha / beta) (hartree): 0.2359 / 0.3395
Molecular weight (g mol⁻¹): 102.13

***

<y>
Entry from the OMol25 dataset: the ion C5H9FN with charge +1 (ωB97M-V with the def2-TZVPD basis set).

CARTESIAN COORDINATES (ANGSTROEM)
C1 1.408 -1.039 0.309
C2 0.002 -0.474 0.668
C3 0.203 1.056 0.396
C4 -0.289 1.037 -1.041
C5 -1.503 0.037 -0.913
N1 -1.284 -0.759 0.034
F1 -1.992 -1.804 0.724
H1 1.902 -0.672 1.259
H2 2.000 -0.361 -0.296
H3 1.615 -2.134 0.434
H4 -0.267 -0.810 1.649
H5 1.057 1.653 0.642
H6 -0.574 1.661 0.994
H7 0.517 0.515 -1.541
H8 -0.562 1.981 -1.568
H9 -2.233 0.111 -1.748

Net charge: +1
Gap between HOMO and LUMO (hartree): 0.3934
Molecular weight (g mol⁻¹): 102.13

***

Which structure wins on stability? <w> wins.

***

<w>
Entry from the OMol25 dataset: the ion CH2NO4S with charge -1 (ωB97M-V with the def2-TZVPD basis set).

CARTESIAN COORDINATES (ANGSTROEM)
C1 -0.236 -0.201 -0.244
N1 -1.494 -0.458 -0.139
O1 -2.589 1.689 2.626
O2 -2.230 -0.729 -1.105
O3 -2.037 -0.498 1.076
O4 -0.271 0.955 2.683
S1 -1.679 0.562 2.764
H1 0.224 -0.075 -1.206
H2 0.295 0.079 0.649

Net charge: -1
Gap between HOMO and LUMO (hartree): 0.3039
Molecular weight (g mol⁻¹): 124.10

***

<x>
Entry from the OMol25 dataset: a structure of composition CH2NO4S (ωB97M-V with the def2-TZVPD basis set).

CARTESIAN COORDINATES (ANGSTROEM)
C1 0.046 0.068 0.379
N1 -1.170 0.373 0.285
O1 -4.618 -0.985 0.582
O2 -1.677 1.396 0.764
O3 -1.960 -0.418 -0.399
O4 -4.546 0.451 -1.270
S1 -3.994 0.180 0.037
H1 0.737 0.697 0.728
H2 0.640 -0.699 -0.190

Net charge: -1
Gap between HOMO and LUMO (hartree): 0.3149
Molecular weight (g mol⁻¹): 124.10

***

<y>
Entry from the OMol25 dataset: a cluster of 2 separate species, CH2NO4S in total (ωB97M-V with the def2-TZVPD basis set).

CARTESIAN COORDINATES (ANGSTROEM)
C1 -2.362 -0.324 -0.119
N1 -1.110 0.152 0.060
O1 4.160 0.813 -0.908
O2 -0.213 -0.387 -0.650
O3 -0.945 0.989 0.924
O4 3.312 -0.723 0.760
S1 3.122 0.514 0.056
H1 -2.764 -1.204 -0.602
H2 -3.201 0.169 0.479

Net charge: -1
Gap between HOMO and LUMO (alpha / beta) (hartree): 0.1834 / 0.1833
Molecular weight (g mol⁻¹): 124.10

***

<z>
Entry from the OMol25 dataset: a cluster of 2 separate species, CH2NO4S in total (ωB97M-V with the def2-TZVPD basis set).

CARTESIAN COORDINATES (ANGSTROEM)
C1 -1.746 0.633 -0.145
N1 -1.120 -0.256 -0.579
O1 0.391 -1.070 1.414
O2 -2.462 1.529 0.133
O3 1.172 1.030 -0.145
O4 1.146 -1.473 -0.891
S1 0.031 -1.564 0.060
H1 0.715 0.740 0.535
H2 1.873 0.430 -0.381

Net charge: -1
Gap between HOMO and LUMO (hartree): 0.3167
Molecular weight (g mol⁻¹): 124.10

***

Which structure wins on stability? <z> wins.

***

<w>
Entry from the OMol25 dataset: the ion CH2NO4S with charge -1 (ωB97M-V with the def2-TZVPD basis set).

CARTESIAN COORDINATES (ANGSTROEM)
C1 0.202 0.005 -0.154
N1 1.466 0.277 -0.168
O1 1.630 1.690 3.098
O2 2.077 0.632 -1.192
O3 2.158 0.163 0.952
O4 1.721 -0.723 3.435
S1 1.172 0.379 2.654
H1 -0.350 0.103 -1.069
H2 -0.274 -0.331 0.744

Net charge: -1
Gap between HOMO and LUMO (hartree): 0.3125
Molecular weight (g mol⁻¹): 124.10

***

<x>
Entry from the OMol25 dataset: the ion CH2NO4S with charge -1 (ωB97M-V with the def2-TZVPD basis set).

CARTESIAN COORDINATES (ANGSTROEM)
C1 -1.283 -0.092 0.507
N1 -0.703 0.829 -0.262
O1 1.940 -0.669 1.091
O2 -1.208 1.859 -0.750
O3 0.565 0.586 -0.658
O4 2.422 -0.729 -1.341
S1 1.466 -0.921 -0.270
H1 -2.318 0.143 0.734
H2 -0.881 -1.007 0.948

Net charge: -1
Gap between HOMO and LUMO (hartree): 0.3176
Molecular weight (g mol⁻¹): 124.10

***

Which structure wins on stability? <w> wins.